DFT (the ωB97M-V functional and the def2-TZVPD basis) results for a structure of composition C16H26N2O.

F_max = 0.3257 Eh/bohr
energy relative to the best compared isomer or geometry (same formula, charge and spin) = 333.30 kcal/mol
E_LUMO = 0.4 eV
Kohn-Sham gap = 8.8 eV

```
45
Properties=species:S:1:pos:R:3:mulliken_charge:R:1
C 3.774 2.718 0.401 -1.508
H 3.981 2.733 -0.715 0.275
H 2.836 3.347 0.344 0.298
H 4.571 3.173 0.932 0.414
C 3.333 1.586 0.739 -0.219
N 2.344 0.932 0.071 0.624
C 2.773 0.066 -0.910 -0.726
H 3.555 0.564 -1.743 0.245
C 3.157 -1.369 -0.841 -0.851
H 2.220 -1.910 -0.290 0.150
H 3.535 -2.105 -1.723 0.280
H 4.047 -1.407 -0.170 0.326
H 1.790 0.190 -1.832 0.298
C 1.168 0.313 0.719 -0.545
H 0.523 -0.091 -0.041 0.056
C 0.434 1.579 1.401 0.021
H -0.068 2.294 0.562 0.136
C -0.793 1.186 2.240 -1.566
N -1.984 0.495 1.276 -0.043
C -2.976 1.179 1.169 0.507
O -3.175 2.478 1.374 -0.732
C -3.919 0.353 0.408 -0.493
H -4.911 0.998 0.223 0.185
C -3.521 -0.042 -0.964 -0.870
C -2.603 -1.083 -1.408 1.093
C -3.031 -2.332 -0.575 -0.692
C -2.124 -3.206 -0.498 -0.465
C -0.836 -3.335 -1.326 -0.855
C -0.431 -2.003 -1.676 -0.071
C -1.428 -0.945 -1.657 -0.760
H -1.111 -0.055 -2.287 0.177
H 0.452 -1.789 -2.392 0.296
H -0.166 -4.089 -1.260 0.520
H -2.351 -4.180 -0.097 0.347
H -3.906 -2.370 -0.045 0.626
H -3.166 0.745 -1.665 0.446
H -4.535 -0.158 -1.810 0.315
H -4.313 -0.556 1.116 0.256
H -1.738 -0.379 0.991 0.298
H -1.094 1.931 2.651 0.752
H -0.573 0.425 3.078 0.314
H 1.190 2.084 2.050 0.430
H 1.537 -0.200 1.629 0.141
H 3.136 1.514 1.930 0.275
H 4.400 0.722 0.619 0.293
```